Molecular formula: C5H13P
Method: DFT, wB97M-V/def2-TZVPD

Atoms and positions in Å:
H1 -2.21234 -0.57069 1.01147
H2 1.21803 -1.19855 1.39229
H3 1.28891 0.19105 2.43781
H4 -0.56850 1.13140 0.84843
C1 -0.15668 0.12315 0.67740
P1 -1.35262 -0.24649 -2.03328
H5 -1.72681 -1.59947 -1.67830
H6 -1.18930 -0.89815 2.27223
C2 0.01780 -0.03564 -0.84260
H7 0.80862 1.45529 -2.47376
H8 2.05708 0.33345 0.72370
H9 2.24928 1.24178 -1.21112
C3 1.22158 -0.14568 1.36194
C4 1.20417 1.39332 -1.44271
C5 -1.17478 -0.90044 1.22517
H10 -2.20858 0.30742 -1.11807
H11 -0.81768 -1.81761 0.81486
H12 0.76449 2.15455 -0.77049
H13 0.57733 -0.91869 -1.19498

Force components x, y, z for each atom (eV/Å):
0.537 -0.784 -0.622
0.947 -1.419 -0.121
-0.166 -0.058 -1.207
0.412 -0.110 0.049
-0.069 0.025 -0.057
-0.051 -0.028 0.065
0.209 0.572 -0.039
0.527 -0.271 1.721
3.417 1.422 -1.434
1.036 0.362 0.505
-1.161 -1.101 1.326
0.002 -0.340 -0.461
-0.104 2.477 -0.340
-4.243 -2.092 1.385
-0.302 1.931 -1.171
-1.348 0.467 0.175
-0.643 -1.148 -0.094
0.474 0.019 -0.726
0.525 0.077 1.044

Results
* charge: 0
* HOMO level: -9.23 eV

---

Molecular formula: C5H7O3Tl
Method: DFT, wB97M-V/def2-TZVPD

Atoms and positions in Å:
C1 2.00508 -0.50883 -2.09239
O1 0.48411 0.17221 -0.33705
H1 1.38929 -1.70488 -0.35996
H2 -2.75450 2.78781 2.97039
C2 -1.03479 1.92748 2.23824
C3 -0.60141 0.14748 0.25582
O2 -0.27356 1.61370 1.37284
H3 0.12279 -1.46410 -1.61540
O3 -1.57609 -0.45156 0.43995
H4 -1.57608 1.95812 4.22251
C4 0.99288 -1.02253 -1.11909
Tl1 -2.10548 -4.50613 -2.10525
H5 1.70057 0.44155 -2.54707
H6 2.06444 -1.24996 -2.90162
C5 -1.82743 2.25827 3.20217
H7 2.99018 -0.39862 -1.62410

Force components x, y, z for each atom (eV/Å):
0.351 0.094 0.022
-1.228 2.124 1.776
-0.070 0.274 -0.046
-0.212 0.218 0.114
5.608 -1.843 -5.871
0.676 -4.839 -3.234
-3.382 2.534 4.534
-0.059 0.335 0.217
0.588 2.063 0.766
-0.018 0.041 0.302
0.393 -1.337 -0.963
-0.236 -0.475 -0.215
-0.009 -0.244 0.060
0.134 0.141 0.161
-2.281 0.895 2.584
-0.255 0.019 -0.207

Results
* charge: +3
* multiplicity: 2
* expectation value of S²: 0.76
* HOMO level (alpha / beta): -22.42 / -22.42 eV

---

Molecular formula: C25H22AuN5
Method: DFT, wB97M-V/def2-TZVPD

Atoms and positions in Å:
C1 -1.31601 1.06600 3.31904
N1 0.43166 2.65470 -1.05005
C2 -0.24242 -1.50114 -2.60166
C3 -0.59617 -2.24136 -0.30019
C4 -0.21254 -2.88988 -4.60349
H1 -0.99002 -3.49643 -2.69267
C5 -1.39297 -2.06593 0.84162
C6 1.41847 4.18222 -2.65196
H2 -3.21945 1.81373 3.97669
C7 0.82733 0.22209 2.49900
H3 2.07710 0.75417 0.80542
H4 -3.25623 0.98903 2.39109
C8 -0.47258 0.77638 2.16562
H5 0.63502 -2.01929 -6.37161
C9 0.81520 4.91950 -0.42688
H6 -0.07005 3.36441 0.79070
H7 0.75494 5.69342 0.32472
C10 0.37834 -1.86934 -5.32743
H8 -0.73559 -4.95200 2.51408
C11 -0.70518 -4.20606 1.72826
H9 0.65705 0.06616 5.91977
H10 -0.43457 -3.84302 -5.07083
C12 0.08728 -4.39289 0.60257
H11 0.68751 -5.29257 0.50734
N2 0.40629 0.74144 -2.71472
C13 1.35928 5.16545 -1.72353
H12 1.81851 4.35047 -3.64318
C14 0.15053 -3.43069 -0.39267
H13 -2.02934 -2.83642 2.72240
H14 2.16405 -0.43044 4.00926
C15 0.34621 0.26791 4.90134
C16 1.17887 -0.00718 3.81853
H15 0.80540 -3.57259 -1.24121
C17 -0.90733 0.81368 4.60894
H16 -2.59287 2.58985 2.49345
C18 0.93171 2.85464 -2.35420
H17 2.75719 -0.46696 1.88889
H18 1.48077 -0.89832 0.75134
N3 0.94953 1.89938 -3.23347
H19 -1.59498 1.04743 5.42122
C19 0.63422 -0.63838 -4.72646
C20 -1.43339 -3.02627 1.83679
C21 -2.67153 1.64618 3.04340
N4 -1.00082 1.04632 0.98548
N5 -0.53049 -1.22740 -1.24876
H20 -1.92769 -1.12982 0.94618
H21 1.72827 6.15584 -1.97287
C22 1.83075 -0.11299 1.42764
H22 1.06914 0.18324 -5.28037
Au1 -0.19577 0.74563 -0.81941
C23 -0.52372 -2.69432 -3.25022
C24 0.30085 -0.42385 -3.38507
C25 0.37026 3.65626 -0.15788

Force components x, y, z for each atom (eV/Å):
-0.005 0.018 -0.004
-0.017 0.019 -0.027
0.021 0.070 -0.009
0.002 -0.033 -0.060
-0.021 -0.033 0.025
-0.004 -0.008 -0.004
-0.019 -0.016 0.022
-0.010 -0.019 -0.007
0.000 0.004 0.000
0.005 -0.004 0.003
0.003 -0.003 -0.003
0.007 -0.003 0.001
-0.011 -0.043 -0.027
0.002 0.003 -0.001
0.010 0.000 -0.016
-0.003 0.000 0.000
-0.003 -0.002 0.003
0.018 0.033 -0.001
-0.001 0.004 0.000
0.013 -0.027 -0.025
-0.002 0.002 0.003
-0.002 0.000 0.002
-0.009 -0.002 0.040
0.001 0.004 -0.012
0.064 0.026 0.027
0.000 0.008 0.010
0.001 -0.003 0.001
-0.009 0.088 0.018
-0.006 0.006 -0.003
0.002 0.001 -0.002
-0.008 0.011 -0.007
-0.006 -0.007 -0.001
0.007 -0.031 -0.005
0.015 -0.007 0.001
-0.002 0.002 0.002
0.026 0.034 0.010
0.003 0.004 -0.003
0.004 0.006 0.010
-0.042 -0.024 0.007
-0.002 0.001 0.001
-0.013 -0.006 -0.014
0.002 0.029 0.003
-0.001 -0.004 0.002
-0.027 -0.012 0.052
-0.013 -0.052 -0.005
0.015 0.003 0.010
0.001 -0.001 0.000
-0.004 -0.008 0.004
-0.002 0.001 0.000
0.045 0.034 -0.047
0.016 -0.001 -0.006
-0.045 -0.047 0.026
0.002 -0.016 0.010

Results
* charge: -2
* HOMO level: 0.08 eV

---

no.,DFT total energy (hartree),M (Da)
1,-539.55622,104.13
2,-591.60521,319.49
3,-1375.27859,589.45